(1)
122
Properties=species:S:1:pos:R:3:mulliken_charge:R:1 method="wB97M-V/def2-TZVPD" total_charge=+1 e_homo_ev=-11.6 relative_energy_ev=0.000 energy_ha=-4116.27319 homo_lumo_gap_ha=0.2929 multiplicity=1
Cl 3.13476 3.91119 -1.63157 0.021
F 7.49449 3.56213 -3.21785 -0.325
O 2.42326 1.14307 -1.93664 -0.462
O 1.78263 -2.12655 -1.55307 -0.590
O 1.58024 3.94460 -7.15369 -0.521
O -5.28307 5.28939 0.79871 -0.532
O 3.63670 1.25252 7.40727 -0.542
O 4.31503 -3.74049 2.80723 -0.564
O -3.62347 -8.39628 1.45355 -0.560
O -2.18356 3.85566 -3.24469 -0.545
O -1.01460 -3.83589 2.09539 -0.485
O -1.68107 1.99156 1.68893 -0.583
O -0.91294 7.54562 -10.12279 -0.514
O -2.40188 -1.62427 5.48563 -0.600
O 6.30799 -0.88565 3.36842 -0.548
O 1.99164 1.17437 -4.27484 -0.442
O -7.46167 3.33468 9.13964 -0.529
O -1.19885 -13.41242 -2.65715 -0.529
O -1.94822 -8.28287 -1.59603 -0.509
O -4.21401 2.04510 5.16291 -0.371
N 2.96630 3.19268 -3.21222 0.192
C 2.48772 -4.04022 1.35842 -0.462
C -1.30442 -10.39842 -0.79336 -0.214
C 0.46809 7.12631 -8.26608 -0.424
C 1.00718 4.77661 -7.83577 0.492
C -6.72075 3.03974 8.23109 0.274
C 1.94826 5.39346 -3.77880 -1.169
C 5.69752 -0.39982 4.29729 0.437
C 3.61396 -1.85565 -0.11081 -0.188
C 1.09339 6.22126 -7.51946 -0.206
C -1.84137 0.60231 4.95483 -0.497
C -1.11479 -11.68732 -1.05901 -0.422
C 4.60635 -1.14373 4.97670 -0.221
C -0.34304 6.72360 -9.44630 0.280
C -3.32297 4.19404 0.09401 -0.375
C -4.14289 4.95954 -2.54327 -0.438
C 6.37860 3.56378 -2.47980 -0.540
C -1.77644 -9.46117 -1.83991 0.434
C -2.79567 -6.43226 0.45353 -0.335
C 6.01450 0.96356 4.79321 -0.400
C -3.03109 -7.35060 1.59822 0.328
C 5.34279 1.50161 5.80691 -0.395
C -2.24523 -0.78770 4.62361 0.245
C 4.25592 -2.25341 0.98401 -0.377
C 4.24846 0.76004 6.48639 0.332
C -6.20033 3.11399 5.83379 -0.416
C -1.85200 1.18193 2.58119 0.500
C -1.65768 1.51481 4.00660 -0.334
C -5.47562 2.26436 8.47355 -0.439
C 2.00164 4.00822 -4.10496 -0.164
C -2.54461 3.83988 -0.92255 -0.176
C -4.57361 4.96501 -0.12573 0.238
C 2.36408 -2.51650 -0.55833 0.210
C -0.42494 5.27218 -9.75828 -0.390
C 3.93460 -0.60409 5.99070 -0.443
C -1.84492 -11.29785 -3.46126 -0.395
C -4.95852 2.34084 6.07822 0.433
C -1.37007 -12.24044 -2.41450 0.324
C -2.45054 -1.11029 3.18860 -0.527
C -4.92238 5.32053 -1.52755 -0.395
C -2.13695 -5.28774 0.61734 -0.104
C 1.85190 -3.64362 0.26032 -0.254
C -2.50802 -6.94219 2.92860 -0.514
C 1.12066 1.02419 -1.30005 -0.839
C -1.61588 -4.88256 1.94189 0.439
C -2.03418 -10.00944 -3.19296 -0.330
C 5.40464 2.57076 -3.06318 -0.371
C -2.26864 -0.19496 2.24754 -0.278
C 4.30932 3.20567 -3.89008 -0.881
C -2.89472 4.18993 -2.31705 0.474
C -4.65908 1.94127 7.47528 -0.187
C 3.73880 -3.38011 1.80640 0.250
C -7.01843 3.43800 6.83087 -0.372
C -1.85137 -5.79685 3.08735 -0.422
C 0.20214 4.36999 -9.00891 -0.401
C 1.84130 6.54251 -3.50040 0.145
B 2.40512 1.74100 -3.13040 0.840
H -2.69218 -7.62519 3.74809 0.439
H 4.54211 4.22691 -4.11954 0.576
H -5.27879 1.98314 9.49996 0.418
H -1.46201 -5.47674 4.04573 0.493
H 2.12683 -4.85225 1.97607 0.470
H 6.63480 3.29953 -1.47650 0.340
H 4.19263 2.68438 -4.81593 0.367
H 5.03249 1.94338 -2.27622 0.136
H 1.02222 3.58447 -4.09210 0.582
H 0.67971 0.07971 -1.53153 0.365
H 2.34869 3.97276 -5.11146 0.398
H 3.96565 -1.03363 -0.72228 0.510
H 0.51562 8.18713 -8.05673 0.426
H -1.36182 2.53144 4.22855 0.511
H -1.95097 -4.60456 -0.20250 0.481
H -2.38035 -9.30509 -3.93838 0.419
H -1.12842 -9.97543 0.18699 0.395
H -1.01878 4.99976 -10.62085 0.408
H -2.40900 -0.41186 1.19601 0.461
H -7.92970 4.00078 6.67599 0.403
H 0.15644 3.30871 -9.21617 0.431
H 0.93592 -4.11003 -0.07692 0.431
H 1.68743 6.49263 -6.65529 0.389
H -3.74973 1.37575 7.63245 0.368
H 2.47205 0.36239 -4.42679 0.332
H 4.39323 -2.13603 4.59959 0.474
H -5.83794 5.88052 -1.66769 0.416
H -1.63114 3.27770 -0.77769 0.337
H 5.98286 4.56077 -2.45535 0.320
H -1.70341 0.82272 6.00349 0.557
H -6.39592 3.39433 4.80652 0.449
H 0.47082 1.82913 -1.59836 0.266
H 5.98253 1.96221 -3.72413 0.523
H 1.27618 1.10477 -0.24922 0.299
H -2.74517 -2.12233 2.94971 0.479
H 5.16741 -1.78109 1.33112 0.537
H -0.77111 -12.39068 -0.31180 0.408
H -2.02494 -11.72070 -4.44103 0.400
H 3.13463 -1.12602 6.49993 0.465
H 6.81554 1.48497 4.28484 0.436
H 1.88098 7.53416 -3.19855 0.532
H -3.18600 -6.74095 -0.49777 0.316
H -3.08318 3.93852 1.11755 0.549
H 5.55547 2.49345 6.18480 0.411
H -4.37714 5.20438 -3.57145 0.431

(2)
121
Properties=species:S:1:pos:R:3:mulliken_charge:R:1 method="wB97M-V/def2-TZVPD" total_charge=-2 e_homo_ev="-2.4 / -2.4" energy_ha=-20681.74478 homo_lumo_gap_ha="0.2010 / 0.1968" multiplicity=2
Te 16.11754 11.73845 12.83093 1.235
Sb 5.26156 16.40592 18.90336 0.120
Y 11.10387 13.33110 15.82303 0.757
Br 12.10177 10.16862 22.30367 -0.274
Br 15.30782 12.81338 18.12854 -0.130
Br 13.43980 18.84313 10.59297 -0.251
Se 5.44506 14.07397 19.17237 -0.529
Se 6.79851 15.22426 16.36251 0.107
Se 3.23382 16.73684 17.38334 -0.662
Se 8.76076 15.02457 15.25926 -0.296
O 12.75763 12.53815 16.75983 -0.428
O 14.11325 9.84033 14.47491 -0.493
O 12.16148 13.96696 13.88586 0.399
O 17.25361 10.83290 15.16152 -0.760
N 12.49556 15.36853 16.14197 0.847
N 10.32743 11.80194 17.67909 0.250
N 9.87485 7.82119 12.12758 -0.559
N 10.44893 14.66673 18.00520 0.712
N 17.71363 12.64382 13.77882 -0.176
N 11.04391 11.30704 14.37637 -0.740
N 12.15296 11.80304 10.54162 -0.608
C 16.92612 9.03434 11.51573 1.076
C 11.39304 11.70846 18.47962 0.185
C 19.98942 13.22687 15.32732 -0.121
C 12.53422 15.73307 17.50457 -0.501
C 12.81634 14.95276 11.82780 -0.228
C 11.49428 15.42767 18.42810 -0.008
C 12.94784 17.38110 11.73626 -0.377
C 11.80206 10.84146 11.10132 0.291
C 11.21444 10.04410 12.13545 0.194
C 18.96905 12.06212 17.17027 -0.391
C 17.87088 11.88694 14.87276 0.256
C 16.02887 13.22997 11.42989 0.773
C 19.18845 12.20764 11.29938 -1.834
C 12.89292 17.47450 13.10124 -0.356
C 9.30773 14.74968 18.62747 0.157
C 11.34772 11.09676 19.72195 1.011
C 19.90573 12.54350 18.04021 -0.689
C 9.05850 10.52574 19.21460 -1.386
C 12.66967 16.30255 13.87183 0.296
C 12.51863 15.02268 13.22139 -0.289
C 10.13330 10.48353 20.06454 -0.942
C 19.13885 8.52088 10.74398 1.038
C 13.61948 16.41362 17.98898 0.216
C 20.90093 13.74608 16.22385 -0.756
C 10.47371 8.80035 12.07718 -0.060
C 9.15247 11.31110 18.06060 0.974
C 12.64353 16.62310 20.18244 -0.945
C 20.25625 7.51910 10.47684 -1.594
C 19.49478 9.86768 10.71623 -0.982
C 12.65377 12.14251 18.00755 -0.032
C 17.34789 10.38606 11.66072 -0.867
C 16.28392 16.14241 8.40982 -1.802
C 18.98479 12.38363 15.80247 0.445
C 16.16642 15.10785 9.45598 0.953
C 13.68294 11.43252 20.15896 -0.207
C 16.04462 15.47751 10.78258 -0.397
C 15.53834 8.59840 12.04364 -1.699
C 12.64706 16.34402 15.31257 -0.546
C 20.85504 13.46389 17.55818 -0.314
C 13.69482 16.83573 19.29809 -1.040
C 12.44836 11.06454 20.61550 -0.170
C 10.25073 15.93440 20.43672 -1.013
C 16.12563 13.74331 9.10298 -1.362
C 12.96120 16.14145 11.08091 -0.705
C 9.14274 15.39618 19.90033 -1.332
C 15.51331 11.34421 9.74253 -1.610
C 8.01006 11.52417 17.26368 -1.225
C 16.01813 14.55763 11.77666 0.962
C 15.95458 12.78530 10.10597 1.097
C 11.45084 16.00439 19.66939 0.870
C 17.85978 8.07468 11.06975 -1.104
C 16.01718 14.99960 13.18626 -2.256
C 11.12430 10.71777 13.35613 0.469
C 18.58523 10.79840 11.16268 1.786
C 13.78004 11.99360 18.82031 0.179
H 14.81083 11.40790 8.89444 0.615
H 15.97798 13.45381 8.04251 0.385
H 20.91458 7.93844 9.72905 0.379
H 13.24304 10.29928 14.49148 0.157
H 19.86852 6.57668 10.11721 0.396
H 15.82507 16.06155 13.33764 0.458
H 7.49600 10.54266 17.09506 0.483
H 15.46615 8.43443 13.11926 0.261
H 14.36600 16.72213 17.27877 0.644
H 18.49893 13.05808 11.29727 0.198
H 13.29874 16.05971 10.09636 0.704
H 21.55652 13.86836 18.30431 0.331
H 17.20526 16.10192 7.89624 0.443
H 19.90069 12.23298 19.09992 0.337
H 14.60954 11.32899 20.71698 0.478
H 12.81097 17.35372 15.75240 0.412
H 17.74556 7.01097 10.92441 0.366
H 16.07863 16.55571 10.97871 0.239
H 15.46548 16.02032 7.67276 0.361
H 20.77964 7.32249 11.48029 0.253
H 10.21493 16.47369 21.38147 0.404
H 14.87318 10.86520 10.52438 -0.154
H 13.04512 18.41683 13.65777 0.432
H 10.11418 10.00985 21.02424 0.378
H 16.99741 14.79026 13.68749 0.360
H 14.53603 17.37470 19.70758 0.387
H 12.79819 13.99095 11.28390 0.000
H 7.20971 12.10373 17.75003 0.045
H 19.86776 12.30235 10.43081 0.523
H 12.64403 16.91955 21.20704 0.471
H 15.27830 14.49139 13.82938 0.228
H 20.07199 13.39514 14.26512 0.332
H 16.32602 10.60794 9.50831 0.301
H 14.57685 10.28691 15.24094 0.236
H 14.75606 9.22513 11.75822 0.268
H 19.74076 12.28952 12.20727 0.289
H 8.36375 14.28318 18.25397 0.047
H 8.17818 15.46406 20.36799 0.394
H 18.14182 11.44366 17.47702 0.504
H 21.66316 14.44270 15.87997 0.352
H 8.27048 12.05038 16.32894 0.063
H 16.12322 17.15361 8.84883 0.302
H 20.48819 10.17808 10.42513 0.408
H 15.35303 7.61673 11.61666 0.438
H 8.10096 10.09680 19.47168 0.485

| no. | strongest force on any atom (hartree/bohr) |
| --- | --- |
| 1 | 0.0389 |
| 2 | 0.0684 |